[1]
# C5H9NO

A cluster of 2 separate species, C5H9NO in total in a non-equilibrium geometry (ωB97M-V/def2-TZVPD, the OMol25 dataset).

Each line ends with the Mulliken charge.
Positions of all 16 atoms, in Å:
C 1.142 -1.067 -0.877  -1.37
C -0.064 -0.524 -0.119  0.89
C -1.387 -0.664 -0.863  -1.40
C 0.292 1.417 0.851  -0.23
O 0.624 2.706 0.498  -0.49
C -0.130 -0.985 1.247  0.17
N -0.129 -1.050 2.408  -0.57
H 1.267 -0.460 -1.773  0.37
H 2.053 -1.006 -0.273  0.31
H 1.031 -2.119 -1.196  0.37
H -1.613 -1.697 -1.181  0.36
H -1.328 -0.046 -1.759  0.37
H -2.228 -0.325 -0.249  0.31
H -0.732 1.333 1.236  0.29
H 1.215 0.984 1.232  0.26
H -0.032 3.355 0.795  0.35

The energy above the lowest of the compared OMol25 structures with the same formula, charge and spin comes out at 3.756 eV. The LUMO energy comes out at 0.4192 eV. The gap between HOMO and LUMO comes out at 9.1 eV. Its molecular weight is 99.1 g mol⁻¹.



[2]
# C5H9NO

The molecule C5H9NO in a non-equilibrium geometry (ωB97M-V/def2-TZVPD, the OMol25 dataset).

Each line ends with the Mulliken charge.
Positions of all 16 atoms, in Å:
C -0.439 0.730 -1.941  -0.73
C 0.889 -0.114 -0.065  0.45
C -0.360 -0.318 0.717  0.90
N -0.510 0.461 1.843  -0.51
C 2.086 -0.118 0.530  -1.01
C -1.318 -1.127 0.237  -1.27
O 0.786 -0.010 -1.408  -0.43
H 0.323 0.887 2.215  0.24
H -1.190 0.150 2.518  0.22
H -1.438 0.434 -1.625  0.39
H -0.292 1.780 -1.681  0.29
H -0.324 0.580 -3.011  0.23
H 2.190 -0.325 1.581  0.28
H 2.985 0.005 -0.048  0.30
H -2.251 -1.266 0.757  0.29
H -1.136 -1.750 -0.620  0.35

The energy above the lowest of the compared OMol25 structures with the same formula, charge and spin comes out at 2.539 eV. The LUMO energy comes out at 1.0655 eV. The gap between HOMO and LUMO comes out at 9.1 eV. As for the structure (SMILES): C=C(N)C(=C)OC. Its molecular weight is 99.1 g mol⁻¹.



[3]
# C5H9NO

A structure of composition C5H9NO (ωB97M-V/def2-TZVPD, the OMol25 dataset).

Each line ends with the Mulliken charge.
Positions of all 16 atoms, in Å:
C -1.898 0.368 -0.116  -1.36
C -0.636 -0.466 -0.280  0.30
N 0.457 -0.061 -1.288  -0.48
C 0.868 1.000 -0.286  -0.50
C 0.607 -0.245 0.599  0.41
O 0.811 -0.484 1.947  -0.57
C 1.369 -0.974 -0.504  -0.40
H -2.538 0.298 -1.002  0.35
H -2.470 -0.027 0.733  0.33
H -1.714 1.428 0.084  0.28
H -0.913 -1.516 -0.424  0.34
H 0.185 1.839 -0.396  0.23
H 1.912 1.333 -0.294  0.24
H 0.364 0.194 2.466  0.32
H 1.184 -2.040 -0.666  0.25
H 2.419 -0.709 -0.654  0.26

The energy above the lowest of the compared OMol25 structures with the same formula, charge and spin comes out at 3.544 eV. The LUMO energy comes out at 0.7728 eV. The gap between HOMO and LUMO comes out at 10.3 eV. Its molecular weight is 99.1 g mol⁻¹.



[4]
# C5H9NO

A cluster of 2 separate species, C5H9NO in total in a non-equilibrium geometry (ωB97M-V/def2-TZVPD, the OMol25 dataset).

Each line ends with the Mulliken charge.
Positions of all 16 atoms, in Å:
C -0.018 -3.328 -1.457  0.09
C -0.677 -0.717 0.284  -0.11
C 1.375 0.647 -0.312  -1.43
C -0.690 1.754 0.847  -1.10
C 0.184 0.443 0.736  0.33
N -0.478 -1.461 -0.696  -0.54
O -0.862 -3.727 -2.107  -0.21
H -1.421 -0.985 1.066  0.32
H 2.040 1.424 0.220  0.36
H 0.900 1.135 -1.181  0.33
H 1.637 -0.381 -0.459  0.43
H -0.238 2.549 1.527  0.31
H -1.684 1.486 1.419  0.30
H -0.898 2.168 -0.181  0.29
H 0.603 0.154 1.662  0.35
H 0.228 -1.161 -1.369  0.28

The energy above the lowest of the compared OMol25 structures with the same formula, charge and spin comes out at 2.925 eV. The LUMO energy comes out at 0.8771 eV. The gap between HOMO and LUMO comes out at 10.4 eV. Its molecular weight is 99.1 g mol⁻¹.



[5]
# C5H9NO

The molecule C5H9NO in a non-equilibrium geometry (ωB97M-V/def2-TZVPD, the OMol25 dataset).

Each line ends with the Mulliken charge.
Positions of all 16 atoms, in Å:
C 1.387 1.123 0.119  -1.46
C 0.418 0.084 0.698  0.91
C -0.084 -0.902 -0.377  -0.77
C -1.388 -0.441 -1.084  -0.45
O -1.780 0.887 -0.772  -0.53
C 1.019 -0.636 1.832  -0.02
N 1.461 -1.197 2.742  -0.47
H 0.846 1.745 -0.600  0.35
H 2.218 0.630 -0.397  0.37
H 1.802 1.766 0.900  0.37
H -0.443 0.625 1.105  0.10
H 0.714 -1.031 -1.118  0.34
H -0.247 -1.888 0.069  0.40
H -2.198 -1.140 -0.843  0.29
H -1.250 -0.476 -2.169  0.25
H -2.474 0.852 -0.105  0.32

The energy above the lowest of the compared OMol25 structures with the same formula, charge and spin comes out at 1.333 eV. The LUMO energy comes out at 0.5878 eV. The gap between HOMO and LUMO comes out at 11.4 eV. As for the structure (SMILES): C[C@H](C#N)CCO. Its molecular weight is 99.1 g mol⁻¹.



[6]
# C5H9NO

A cluster of 2 separate species, C5H9NO in total in a non-equilibrium geometry (ωB97M-V/def2-TZVPD, the OMol25 dataset).

Each line ends with the Mulliken charge.
Positions of all 16 atoms, in Å:
C -0.314 -0.472 -0.029  0.56
C 0.541 0.505 -0.020  0.31
C -0.190 -1.956 0.072  -1.36
C -1.822 -0.047 0.031  -1.12
C 0.660 1.945 -0.169  -1.05
N 2.549 -0.539 0.153  0.12
O 3.476 0.185 0.311  -0.26
H -0.825 -2.323 0.827  0.35
H 0.765 -2.569 0.093  0.32
H -0.463 -2.354 -0.851  0.37
H -2.336 -0.196 0.945  0.36
H -2.432 -0.334 -0.834  0.30
H -1.811 1.124 0.065  0.21
H -0.150 2.363 -0.726  0.41
H 0.684 2.486 0.916  0.23
H 1.668 2.179 -0.784  0.26

The energy above the lowest of the compared OMol25 structures with the same formula, charge and spin comes out at 6.568 eV. The LUMO energy (alpha / beta) comes out at 0.3105 / 0.0216 eV. The gap between HOMO and LUMO (alpha / beta) comes out at 7.8 / 8.1 eV. Its molecular weight is 99.1 g mol⁻¹.



[7]
# C5H9NO

A structure of composition C5H9NO (ωB97M-V/def2-TZVPD, the OMol25 dataset).

Each line ends with the Mulliken charge.
Positions of all 16 atoms, in Å:
C -0.813 -0.377 1.238  -1.69
C -0.088 -0.042 -0.051  1.56
C -0.308 -1.113 -1.125  -1.54
C -0.179 1.364 -0.693  -0.67
O 1.250 1.344 -0.950  -0.40
C 1.339 0.464 0.106  0.40
N 2.210 0.544 1.008  -0.79
H -0.717 0.423 1.977  0.38
H -1.877 -0.568 1.059  0.40
H -0.388 -1.293 1.669  0.38
H -0.018 -2.111 -0.779  0.36
H -1.376 -1.147 -1.377  0.37
H 0.249 -0.887 -2.040  0.38
H -0.371 2.134 0.062  0.31
H -0.772 1.507 -1.598  0.30
H 1.963 -0.077 1.776  0.24

The energy above the lowest of the compared OMol25 structures with the same formula, charge and spin comes out at 1.825 eV. The LUMO energy comes out at 0.7824 eV. The gap between HOMO and LUMO comes out at 10.9 eV. Its molecular weight is 99.1 g mol⁻¹.



[8]
# C5H9NO

A structure of composition C5H9NO in a non-equilibrium geometry (ωB97M-V/def2-TZVPD, the OMol25 dataset).

Each line ends with the Mulliken charge.
Positions of all 16 atoms, in Å:
C -1.003 -0.349 1.146  -1.54
C -0.202 -0.045 -0.112  1.68
C -0.267 -1.202 -1.123  -1.53
C -0.363 1.319 -0.792  -0.54
O 0.983 1.398 -1.085  -0.28
C 1.230 0.471 -0.136  -0.10
N 2.122 0.756 0.741  -0.63
H -1.071 0.519 1.808  0.36
H -2.030 -0.621 0.857  0.38
H -0.597 -1.204 1.696  0.36
H 0.151 -2.097 -0.647  0.37
H -1.288 -1.428 -1.440  0.40
H 0.347 -0.974 -1.999  0.38
H 0.839 1.933 1.302  0.11
H -1.014 1.511 -1.659  0.28
H 2.164 0.012 1.442  0.30

The energy above the lowest of the compared OMol25 structures with the same formula, charge and spin comes out at 6.842 eV. The LUMO energy (alpha / beta) comes out at 0.0094 / 0.1485 eV. The gap between HOMO and LUMO (alpha / beta) comes out at 8.4 / 8.5 eV. Its molecular weight is 99.1 g mol⁻¹.



[9]
# C5H9NO

A cluster of 2 separate species, C5H9NO in total in a non-equilibrium geometry (ωB97M-V/def2-TZVPD, the OMol25 dataset).

Each line ends with the Mulliken charge.
Positions of all 16 atoms, in Å:
C 1.895 0.047 -1.443  -0.79
C 0.769 1.029 -1.345  -0.09
O 0.530 1.473 -2.562  -0.35
C -0.696 0.000 1.583  0.04
C -2.029 -0.480 1.000  -1.06
C 0.265 -1.099 1.718  0.21
N 1.024 -1.971 1.791  -0.46
H 1.682 -0.822 -0.809  0.21
H 2.765 0.537 -0.983  0.25
H 2.151 -0.260 -2.465  0.32
H -0.245 0.741 0.910  0.16
H -0.183 2.128 -2.507  0.38
H -0.839 0.459 2.567  0.28
H -2.519 -1.206 1.655  0.34
H -1.872 -0.950 0.024  0.28
H -2.700 0.374 0.865  0.30

The energy above the lowest of the compared OMol25 structures with the same formula, charge and spin comes out at 3.444 eV. The LUMO energy comes out at 0.6464 eV. The gap between HOMO and LUMO comes out at 9.5 eV. Its molecular weight is 99.1 g mol⁻¹.



[10]
# C5H9NO

A cluster of 2 separate species, C5H9NO in total in a non-equilibrium geometry (ωB97M-V/def2-TZVPD, the OMol25 dataset).

Each line ends with the Mulliken charge.
Positions of all 16 atoms, in Å:
C -1.207 0.117 0.366  -0.33
C -0.104 0.522 -0.595  0.86
C -0.386 1.000 -1.802  -1.04
C 1.316 0.397 -0.084  -0.73
O 1.544 -0.852 0.546  -0.50
C -0.987 0.752 1.670  0.14
N -0.727 1.257 2.678  -0.44
H -0.272 -3.277 0.191  0.21
H -1.226 -0.968 0.524  0.10
H -2.191 0.409 -0.016  0.37
H -1.411 1.131 -2.140  0.27
H 0.208 -2.752 -0.034  -0.23
H 0.403 1.288 -2.494  0.27
H 2.012 0.485 -0.924  0.38
H 1.540 1.218 0.612  0.33
H 1.486 -0.727 1.501  0.33

The energy above the lowest of the compared OMol25 structures with the same formula, charge and spin comes out at 2.673 eV. The LUMO energy comes out at 0.8150 eV. The gap between HOMO and LUMO comes out at 11.1 eV. As for the structure (SMILES): C=C(CO)CC#N.[H][H]. Its molecular weight is 99.1 g mol⁻¹.



[11]
# C5H9NO

The molecule C5H9NO (ωB97M-V/def2-TZVPD, the OMol25 dataset).

Each line ends with the Mulliken charge.
Positions of all 16 atoms, in Å:
C 0.915 -1.370 -0.517  -0.84
C -0.141 0.809 0.220  -0.17
C 0.715 1.896 -0.319  -1.15
N -0.301 -0.501 -0.483  0.08
C -1.341 -0.861 0.557  -0.56
C -0.887 0.420 1.334  0.61
O -1.184 0.808 2.455  -0.74
H 1.654 -0.928 0.152  0.31
H 1.308 -1.420 -1.534  0.33
H 0.664 -2.374 -0.167  0.33
H 1.711 1.540 -0.631  0.30
H 0.868 2.651 0.458  0.32
H 0.263 2.411 -1.182  0.25
H -0.701 -0.458 -1.423  0.37
H -2.338 -0.756 0.119  0.26
H -1.205 -1.868 0.960  0.30

The energy above the lowest of the compared OMol25 structures with the same formula, charge and spin comes out at 3.242 eV. The LUMO energy comes out at 0.4843 eV. The gap between HOMO and LUMO comes out at 7.7 eV. As for the structure (SMILES): CC1=C([O-])C[N@@H+]1C. Its molecular weight is 99.1 g mol⁻¹.



[12]
# C5H9NO

The molecule C5H9NO (ωB97M-V/def2-TZVPD, the OMol25 dataset).

Each line ends with the Mulliken charge.
Positions of all 16 atoms, in Å:
C 1.323 -0.858 0.066  -1.47
C 0.218 0.193 -0.101  1.50
C 0.650 1.622 -0.419  -1.46
N -0.920 -0.247 -0.956  -0.58
C -1.755 -0.631 0.201  -0.33
C -0.709 0.025 1.103  0.03
O -0.605 0.263 2.276  -0.58
H 2.177 -0.453 0.616  0.33
H 1.673 -1.257 -0.891  0.36
H 0.932 -1.698 0.652  0.37
H 0.868 1.733 -1.489  0.33
H 1.526 1.934 0.161  0.33
H -0.177 2.303 -0.185  0.34
H -0.691 -1.016 -1.580  0.29
H -2.750 -0.174 0.212  0.28
H -1.851 -1.710 0.383  0.26

The energy above the lowest of the compared OMol25 structures with the same formula, charge and spin comes out at 1.651 eV. The LUMO energy comes out at 0.9076 eV. The gap between HOMO and LUMO comes out at 10.4 eV. As for the structure (SMILES): CC1(C)NCC1=O. Its molecular weight is 99.1 g mol⁻¹.



[13]
# C5H9NO

The molecule C5H9NO in a non-equilibrium geometry (ωB97M-V/def2-TZVPD, the OMol25 dataset).

Each line ends with the Mulliken charge.
Positions of all 16 atoms, in Å:
C 2.321 0.517 0.082  -0.65
O 1.199 0.136 0.829  -0.37
C 0.313 -0.870 0.308  -0.56
C -1.008 -0.114 0.381  0.69
C -1.451 0.758 -0.802  -1.30
C -2.106 -1.076 0.663  0.03
N -2.920 -1.904 0.691  -0.46
H 2.378 1.613 0.019  0.24
H 2.255 0.107 -0.930  0.32
H 3.209 0.134 0.588  0.24
H 0.288 -1.717 1.007  0.30
H 0.645 -1.204 -0.677  0.31
H -0.400 0.613 1.082  0.19
H -2.435 1.183 -0.573  0.35
H -0.755 1.593 -0.909  0.37
H -1.535 0.230 -1.758  0.31

The energy above the lowest of the compared OMol25 structures with the same formula, charge and spin comes out at 2.824 eV. The LUMO energy comes out at 0.8202 eV. The gap between HOMO and LUMO comes out at 11.2 eV. As for the structure (SMILES): COC[C@@H](C)C#N. Its molecular weight is 99.1 g mol⁻¹.



[14]
# C5H9NO

The molecule C5H9NO in a non-equilibrium geometry (ωB97M-V/def2-TZVPD, the OMol25 dataset).

Each line ends with the Mulliken charge.
Positions of all 16 atoms, in Å:
C 1.105 -0.041 -1.967  -0.86
N 0.511 0.247 -0.699  -0.20
C 1.141 -0.490 0.444  -0.96
C -0.265 -0.710 0.022  0.43
C -1.447 -0.291 0.848  0.24
O -2.412 -1.024 0.905  -0.56
C -1.348 1.023 1.583  -1.16
H 2.069 0.486 -2.008  0.28
H 0.461 0.342 -2.753  0.29
H 1.297 -1.114 -2.095  0.34
H 1.820 -1.318 0.213  0.30
H 1.437 0.485 0.764  0.51
H -0.437 -1.631 -0.532  0.38
H -1.214 1.837 0.865  0.32
H -2.249 1.177 2.177  0.35
H -0.469 1.022 2.235  0.32

The energy above the lowest of the compared OMol25 structures with the same formula, charge and spin comes out at 3.075 eV. The LUMO energy comes out at 0.9821 eV. The gap between HOMO and LUMO comes out at 10.4 eV. As for the structure (SMILES): CC(=O)[C@@H]1CN1C. Its molecular weight is 99.1 g mol⁻¹.



[15]
# C5H9NO

The molecule C5H9NO (ωB97M-V/def2-TZVPD, the OMol25 dataset).

Each line ends with the Mulliken charge.
Positions of all 16 atoms, in Å:
C 1.962 -0.759 -0.507  -0.91
C 1.471 0.600 -0.100  0.60
N 2.206 1.496 0.400  -0.68
O 0.141 0.881 -0.368  -0.41
C -0.785 0.257 0.485  0.06
C -1.568 -0.904 -0.043  -0.52
C -2.220 0.446 0.139  -0.62
H 1.350 -1.541 -0.045  0.27
H 1.876 -0.866 -1.593  0.27
H 3.005 -0.893 -0.215  0.33
H 1.594 2.302 0.551  0.29
H -0.499 0.284 1.535  0.34
H -1.337 -1.193 -1.064  0.25
H -1.833 -1.718 0.625  0.25
H -2.436 1.027 -0.752  0.23
H -2.926 0.581 0.954  0.24

The energy above the lowest of the compared OMol25 structures with the same formula, charge and spin comes out at 2.092 eV. The LUMO energy comes out at 1.0782 eV. The gap between HOMO and LUMO comes out at 11.0 eV. As for the structure (SMILES): [H]/N=C(/C)OC1CC1. Its molecular weight is 99.1 g mol⁻¹.



[16]
# C5H9NO

The molecule C5H9NO in a non-equilibrium geometry (ωB97M-V/def2-TZVPD, the OMol25 dataset).

Each line ends with the Mulliken charge.
Positions of all 16 atoms, in Å:
C -0.796 -0.912 -0.092  -0.69
C -0.210 -1.140 -1.488  -1.07
C -0.592 1.474 0.852  0.38
C 0.052 0.040 0.718  0.64
N 0.485 1.856 -0.094  -0.47
C 1.034 -0.388 1.525  -1.01
O -1.714 1.875 0.780  -0.51
H 0.279 2.544 -0.811  0.24
H 1.471 1.809 0.108  0.24
H -0.856 -1.863 0.444  0.36
H -1.815 -0.540 -0.180  0.30
H 1.636 0.293 2.107  0.32
H 1.228 -1.442 1.642  0.29
H -0.235 -0.223 -2.077  0.31
H 0.819 -1.484 -1.419  0.32
H -0.785 -1.900 -2.016  0.35

The energy above the lowest of the compared OMol25 structures with the same formula, charge and spin comes out at 3.079 eV. The LUMO energy comes out at 0.6407 eV. The gap between HOMO and LUMO comes out at 9.2 eV. As for the structure (SMILES): C=C(CC)C(N)=O. Its molecular weight is 99.1 g mol⁻¹.